Entry 1:
{
  "formula": "C5H14N3",
  "method": "wB97M-V/def2-TZVPD",
  "e_homo_ev": -12.331,
  "homo_lumo_gap_ev": 8.6,
  "total_energy_ha": -362.9060,
  "spin_multiplicity": 1,
  "total_charge": 1,
  "molar_mass_da": 116.2,
  "species": ["H", "C", "H", "N", "H", "H", "H", "N", "H", "C", "C", "H", "H", "H", "H", "C", "H", "H", "C", "H", "H", "N"],
  "xyz": [[-0.12675, 2.39781, -0.16842], [-0.80407, -1.34889, 2.21339], [0.68360, -1.99346, 3.31704], [-0.32337, -1.99480, 3.16923], [0.41215, -0.96159, -2.79705], [-1.16051, -0.90002, -2.05304], [0.23070, -1.18723, -1.08085], [1.37928, 1.32282, -2.39426], [2.05433, 1.66474, -1.71451], [-0.12480, -0.60474, -1.91811], [0.06370, 0.88277, -1.70090], [-1.16986, 1.14548, 1.48125], [-0.69623, 1.46357, -2.19123], [0.85728, -0.38267, 1.53444], [1.16094, 1.20124, 0.14863], [-0.77042, 0.54286, 0.68196], [1.21950, 2.05492, -3.08519], [-1.63401, 0.16400, 0.12660], [0.14882, 1.34116, -0.23245], [1.79149, 0.49030, -2.80325], [-1.87363, -1.34163, 1.98773], [-0.07953, -0.63171, 1.22427]]
}

Entry 2:
{
  "formula": "C5H14N3",
  "method": "wB97M-V/def2-TZVPD",
  "e_homo_ev": -14.125,
  "homo_lumo_gap_ev": 11.1,
  "total_energy_ha": -362.8524,
  "spin_multiplicity": 1,
  "total_charge": 1,
  "molar_mass_da": 116.2,
  "species": ["H", "N", "H", "H", "H", "H", "H", "N", "N", "C", "H", "H", "H", "C", "H", "H", "C", "C", "H", "H", "C", "H"],
  "xyz": [[-0.16576, -2.07085, -2.07114], [-1.42720, -0.88999, -0.05200], [-1.44539, -1.84542, 0.38041], [0.64815, -2.73099, -0.65276], [-0.92830, 2.13352, -0.05991], [0.03900, 0.52552, 2.97390], [1.01099, 0.68309, -1.81769], [0.94058, -0.44784, 0.52838], [0.66702, 0.87803, 0.93234], [-0.05508, -0.78784, -0.49233], [1.45450, -1.63097, -1.64343], [1.09224, -1.07218, 1.28702], [-0.36971, 1.99079, 2.10751], [0.11039, 1.62192, -0.24931], [-2.01422, -1.09026, -0.87705], [-0.81835, 0.75534, -1.88662], [-0.37376, 0.92596, 2.03684], [0.05388, 0.54785, -1.30841], [1.59787, 1.33932, 1.18982], [0.88252, 2.47068, -0.60592], [0.54135, -1.97544, -1.31576], [-1.44071, 0.66976, 1.59609]]
}

Entry 3:
{
  "formula": "C5H14N3",
  "method": "wB97M-V/def2-TZVPD",
  "e_homo_ev": [-13.831, -13.277],
  "homo_lumo_gap_ev": [8.1, 6.5],
  "total_energy_ha": -362.7587,
  "spin_multiplicity": 1,
  "total_charge": 1,
  "molar_mass_da": 116.2,
  "species": ["C", "C", "H", "C", "N", "H", "H", "N", "H", "H", "H", "H", "H", "H", "N", "H", "C", "H", "H", "C", "H", "H"],
  "xyz": [[-2.32532, -0.18581, -0.63483], [-0.35945, -0.22784, 1.12284], [-0.93388, -1.03025, 1.59060], [-1.32631, 0.62952, 0.21467], [0.47024, -1.99411, -0.44180], [0.98861, -2.10210, -1.33006], [-1.96667, 0.92194, 1.05148], [1.45431, -0.00431, -0.53522], [-1.00100, 1.58222, -1.50256], [1.39581, -1.17631, 1.22162], [-2.11228, -0.94590, -1.30860], [2.61804, 1.50725, -0.91133], [0.24754, 2.02336, -0.14500], [3.10445, 0.69435, 0.78120], [-0.60377, 1.50023, -0.51124], [-0.53637, -1.92082, -0.59636], [2.75550, 0.60967, -0.33415], [3.56794, 0.01988, -0.81712], [-2.97330, -0.57166, 0.15879], [0.86962, -0.88441, 0.30889], [0.19564, 0.47450, 1.81586], [-2.94609, 0.55005, -1.06662]]
}

Entry 4:
{
  "formula": "C5H14N3",
  "method": "wB97M-V/def2-TZVPD",
  "e_homo_ev": -13.311,
  "homo_lumo_gap_ev": 10.6,
  "total_energy_ha": -362.8385,
  "spin_multiplicity": 1,
  "total_charge": 1,
  "molar_mass_da": 116.2,
  "species": ["H", "C", "C", "H", "H", "H", "H", "C", "H", "C", "H", "H", "N", "H", "H", "N", "H", "H", "C", "N", "H", "H"],
  "xyz": [[2.19149, -1.21956, 1.36590], [-2.09836, 0.41949, -0.66591], [-0.25859, 0.11563, 0.93045], [-0.58800, -1.53071, -1.23921], [-0.42886, 2.51742, 1.71752], [-2.73363, 1.32830, -0.47583], [3.03589, -0.81720, -0.30158], [-0.00289, 1.89111, 0.87319], [-0.03827, -0.21503, 1.94015], [2.28924, -0.45476, 0.54313], [-2.61835, -0.33310, -1.28004], [0.71228, 3.34435, -0.45075], [0.50175, 2.26941, -0.22710], [-1.88275, -0.88736, 0.97074], [0.88648, 0.42888, -0.68998], [0.90045, -0.39383, -0.13226], [2.70179, 0.54672, 1.00108], [0.76726, -2.49613, -0.36082], [0.47551, -1.54301, -0.98271], [-1.56476, -0.10137, 0.58780], [1.06433, -1.54222, -1.89773], [-1.26493, 0.90799, -1.09444]]
}

Entry 5:
{
  "formula": "C5H14N3",
  "method": "wB97M-V/def2-TZVPD",
  "e_homo_ev": -13.105,
  "homo_lumo_gap_ev": 9.9,
  "total_energy_ha": -362.8646,
  "spin_multiplicity": 1,
  "total_charge": 1,
  "molar_mass_da": 116.2,
  "species": ["H", "H", "N", "H", "N", "H", "H", "C", "H", "H", "C", "H", "H", "H", "H", "C", "N", "C", "H", "H", "C", "H"],
  "xyz": [[-2.03977, -1.37995, -1.28234], [-1.63478, 0.00205, -2.43038], [0.08131, 0.16726, 1.82485], [0.72477, 2.46574, 0.43907], [-1.43412, 0.56147, -0.47630], [-2.34023, 0.89747, -0.26526], [0.84293, -2.72887, -2.50908], [0.04823, -1.06647, -1.49710], [2.09418, -0.21048, 1.20870], [0.82702, -0.21915, -1.47111], [1.32028, 0.55587, 1.20107], [-1.00300, 0.20496, 0.44519], [-0.85205, 1.36053, -0.81852], [0.30884, -1.54851, -0.53601], [0.40772, -1.46935, -3.42290], [1.54932, 1.81029, 0.70742], [0.11832, -1.99244, -2.61030], [-0.02781, 0.53519, 3.07039], [2.59371, 2.13523, 0.56995], [-0.93853, 0.24105, 3.56298], [-1.38908, -0.53554, -1.50314], [0.64491, 1.29920, 3.47017]]
}

Entry 6:
{
  "formula": "C5H14N3Zn",
  "method": "wB97M-V/def2-TZVPD",
  "e_homo_ev": -0.365,
  "homo_lumo_gap_ev": 2.6,
  "total_energy_ha": -2142.2872,
  "spin_multiplicity": 1,
  "total_charge": -1,
  "molar_mass_da": 181.6,
  "species": ["H", "H", "H", "H", "H", "H", "C", "H", "H", "N", "H", "H", "H", "C", "H", "H", "C", "Zn", "N", "C", "H", "C", "N"],
  "xyz": [[2.02815, -0.47474, 3.97588], [0.91156, 1.43026, -5.78037], [-1.12373, -2.27795, 0.04665], [-1.38336, 2.31429, 1.12950], [1.37653, 0.99919, -3.01354], [-1.40118, 2.98619, -0.41308], [-0.75856, -2.61874, 1.02863], [-1.59423, -2.80480, 1.71774], [-0.20771, -3.55837, 0.91566], [0.35734, -0.36894, 1.10891], [0.60187, -2.48643, 3.42064], [1.58872, 1.30533, 1.87427], [-0.16609, 0.35051, -3.63811], [0.55391, 1.17797, -3.77584], [-2.52103, 1.81613, 0.00891], [0.08383, 2.05157, -3.28023], [1.42054, -0.55308, 3.08266], [-1.03049, 0.10288, -0.22135], [0.71470, -1.70713, 2.79082], [0.10545, -1.57590, 1.60855], [0.77558, 1.47251, -4.74989], [1.21387, 0.29764, 2.03206], [-1.54569, 2.12159, 0.13153]]
}

Entry 7:
{
  "formula": "C5H14N4",
  "method": "wB97M-V/def2-TZVPD",
  "e_homo_ev": -8.610,
  "homo_lumo_gap_ev": 9.3,
  "total_energy_ha": -417.6980,
  "spin_multiplicity": 1,
  "molar_mass_da": 130.2,
  "species": ["C", "H", "N", "N", "H", "N", "H", "C", "H", "N", "H", "H", "H", "H", "H", "C", "H", "H", "H", "H", "H", "C", "C"],
  "xyz": [[-0.30548, 2.91545, -0.23100], [-1.17965, -1.90994, -1.44911], [-0.36086, -2.26806, 0.52160], [0.77175, 1.89680, -0.09386], [-1.20314, 2.71334, 0.71551], [0.18963, -0.38361, 2.56162], [-1.71994, -0.07523, 0.50744], [-0.85902, -0.06515, -0.30468], [-1.23326, -2.89504, 0.93809], [0.40224, 0.59142, 0.25846], [0.08590, 4.11217, -0.08815], [0.85056, 1.52483, 2.23115], [-0.89311, 2.61171, -1.25102], [1.67772, -1.59330, -0.33986], [1.20179, 1.80207, -0.95353], [-0.42173, -1.51881, -0.76754], [1.13629, -0.36156, -1.87004], [-1.43604, 0.50826, -1.12225], [0.54975, -3.03813, 0.72356], [0.02716, -1.26451, 1.94582], [1.15817, -2.27156, -2.32253], [1.06996, -1.53325, -1.34400], [0.49128, 0.50211, 1.73432]]
}

Entry 8:
{
  "formula": "C5H14N4",
  "method": "wB97M-V/def2-TZVPD",
  "e_homo_ev": [-6.966, -6.669],
  "homo_lumo_gap_ev": [7.4, 7.4],
  "total_energy_ha": -417.8186,
  "spin_multiplicity": 1,
  "molar_mass_da": 130.2,
  "species": ["H", "C", "H", "H", "H", "C", "H", "C", "H", "C", "H", "H", "N", "N", "H", "H", "H", "H", "H", "C", "N", "H", "N"],
  "xyz": [[-2.86993, 0.25457, 1.34504], [0.68735, -1.36453, -0.95291], [2.58093, -0.05257, 1.44828], [2.86523, 1.63697, 1.00788], [0.22923, -2.35380, -1.02304], [0.94180, 0.89729, 0.39396], [-1.38574, 0.43826, 2.07962], [0.14310, -0.59315, 0.24037], [-1.21713, 1.03424, -0.42889], [2.42128, 0.69867, 0.67117], [1.76449, -1.50117, -0.86912], [0.50508, -0.82644, -1.88462], [-0.57928, 1.95078, -0.81955], [-1.93524, -0.12657, 1.44691], [0.44160, 1.33046, 1.27855], [-2.52235, -1.94515, -0.28420], [-1.82380, -1.20607, -1.58883], [0.44194, -1.05894, 1.18167], [-0.81337, 2.21709, -1.77820], [-1.31506, -0.38286, 0.20907], [-2.21214, -1.05572, -0.66908], [2.94430, 0.38782, -0.23382], [0.70770, 1.62083, -0.77024]]
}

Entry 9:
{
  "formula": "C5H14N4",
  "method": "wB97M-V/def2-TZVPD",
  "e_homo_ev": -6.353,
  "homo_lumo_gap_ev": 7.1,
  "total_energy_ha": -417.8857,
  "spin_multiplicity": 1,
  "molar_mass_da": 130.2,
  "species": ["C", "C", "H", "C", "H", "H", "H", "H", "C", "H", "H", "N", "H", "N", "C", "H", "H", "H", "N", "N", "H", "H", "H"],
  "xyz": [[-1.38273, -1.39489, -0.00091], [0.03051, -0.80911, -0.04571], [-1.58212, -1.71573, 1.02318], [0.20765, 0.49067, 0.59303], [0.19742, 2.77021, 1.59843], [-1.48475, -2.26904, -0.65190], [1.16556, -0.28559, -1.97348], [-1.52438, 2.43472, -1.35830], [-0.47864, 1.61531, 0.08763], [1.20826, 0.08530, 2.35423], [2.17575, 0.79147, 1.22300], [0.20685, -0.54328, -1.76633], [-0.08250, -1.31318, -2.36198], [1.22654, 0.73351, 1.57904], [1.07145, -1.85704, 0.31122], [-0.95873, 3.53041, 0.59879], [0.93777, -2.75339, -0.29706], [2.08662, -1.48218, 0.17537], [-0.22099, 2.84864, 0.68185], [-1.18447, 1.53246, -1.04459], [-2.11342, -0.64281, -0.28692], [0.96346, -2.14841, 1.35777], [-0.46511, 0.38196, -1.79634]]
}

Entry 10:
{
  "formula": "C5H14N4",
  "method": "wB97M-V/def2-TZVPD",
  "e_homo_ev": [-16.822, -15.990],
  "homo_lumo_gap_ev": [8.0, 8.0],
  "total_energy_ha": -417.1349,
  "spin_multiplicity": 1,
  "total_charge": 2,
  "molar_mass_da": 130.2,
  "species": ["C", "H", "H", "C", "N", "H", "H", "N", "N", "N", "H", "H", "H", "H", "C", "H", "H", "C", "H", "H", "H", "C", "H"],
  "xyz": [[0.50899, -0.71089, -0.37207], [-2.45032, 0.76135, 2.43642], [1.49504, 1.05280, 2.91849], [-1.02977, -0.43190, -0.18123], [-1.37501, -0.32594, 1.15373], [0.93684, -1.35747, 0.43315], [1.68098, -1.90544, -1.56841], [1.74333, 1.00947, -1.62516], [0.66705, -1.66936, -1.47609], [1.64030, 0.96485, 0.78920], [-1.70789, -1.30332, -0.57031], [2.25813, 1.85256, -1.51859], [0.34983, -1.24090, -2.29974], [-2.28361, 1.39612, 0.75496], [1.17078, 0.56591, 1.95035], [-1.28069, 0.27230, -0.95316], [0.02364, -2.43858, -1.45880], [-2.47843, 0.54387, 1.34547], [1.46007, 0.50831, -2.48521], [0.18010, 0.12416, 1.99106], [2.36811, 1.68070, 0.94296], [1.33442, 0.53327, -0.45640], [-3.39658, -0.07615, 1.21819]]
}

Entry 11:
{
  "formula": "C5H14N4O",
  "method": "wB97M-V/def2-TZVPD",
  "e_homo_ev": -8.668,
  "homo_lumo_gap_ev": 9.4,
  "total_energy_ha": -493.0756,
  "spin_multiplicity": 1,
  "molar_mass_da": 146.2,
  "species": ["H", "H", "H", "H", "N", "N", "H", "H", "H", "H", "H", "H", "H", "C", "N", "C", "H", "H", "C", "C", "C", "H", "O", "N"],
  "xyz": [[0.70696, 0.76907, -1.96331], [1.12986, -2.41063, -1.25590], [1.83922, 0.34862, -0.15318], [3.01929, 1.19757, -0.76133], [0.74970, -2.63285, -0.38915], [2.09130, 1.30475, -0.38963], [-0.89676, 2.49293, -1.58801], [0.17937, 1.56094, 1.30894], [-0.01299, 3.39946, -0.43519], [0.44081, -3.61609, -0.36905], [-0.29871, -3.59234, 2.53859], [-1.56118, 2.22200, 1.15802], [-1.63792, -1.67777, 1.52505], [-0.18473, 2.34474, -0.76036], [-0.64573, -2.14916, 1.49995], [-1.37400, 0.28500, 0.35944], [-1.72568, -0.08122, 1.28064], [-2.26582, 0.49538, -0.31668], [1.09819, 1.68721, -1.33959], [-0.72741, 1.62466, 0.58453], [-0.19630, -1.78403, 0.20631], [1.53858, 2.35732, -2.07394], [-0.71534, -3.46574, 1.70139], [-0.55073, -0.67982, -0.36755]]
}